C26H25BrCeN3O4S3 | ωB97M-V/def2-TZVPD

The geometry in ORCA input format:
```
! RIJCOSX wB97M-V def2-TZVPD def2/J DEFGRID3
* xyz 1 1
Ce -13.052 3.274 12.681
O -14.290 3.120 14.559
C -15.342 3.630 15.128
C -16.114 2.838 15.997
C -17.365 3.283 16.431
C -17.781 4.592 16.138
C -17.025 5.490 15.350
C -15.737 5.050 14.912
C -14.818 5.862 14.208
N -13.632 5.483 13.746
N -12.737 6.423 13.418
C -11.498 5.843 13.369
O -11.278 4.605 13.396
C -10.361 6.775 13.054
C -10.603 8.159 12.814
C -9.631 8.890 12.206
C -8.337 8.360 11.987
C -8.054 7.053 12.352
C -9.054 6.285 12.947
H -15.684 1.872 16.244
H -17.949 2.684 17.106
H -18.704 4.956 16.613
H -17.289 6.565 15.207
H -14.940 6.930 14.336
H -11.574 8.566 13.102
H -9.843 9.963 11.987
H -7.604 9.039 11.479
H -7.114 6.604 12.094
H -8.937 5.206 13.178
Br -16.835 1.980 12.371
C -15.502 0.471 12.378
C -15.980 -0.845 12.298
C -15.050 -1.831 12.419
C -13.698 -1.555 12.498
C -13.285 -0.221 12.499
N -14.229 0.773 12.481
C -11.898 0.197 12.680
O -11.035 -0.713 12.719
O -11.684 1.476 12.858
H -17.028 -1.122 12.195
H -15.436 -2.847 12.388
H -12.920 -2.295 12.566
C -14.518 3.304 8.482
C -15.362 4.291 9.251
S -14.392 5.030 10.650
C -13.195 6.064 9.799
C -12.023 5.346 9.210
S -11.256 4.187 10.343
C -10.761 2.737 9.384
C -11.895 2.014 8.729
S -13.462 2.261 9.595
H -13.898 3.769 7.684
H -15.165 2.540 7.974
H -16.268 3.789 9.732
H -15.678 5.078 8.511
H -12.887 6.792 10.519
H -13.720 6.585 8.973
H -11.183 6.010 9.039
H -12.210 4.914 8.218
H -10.282 2.124 10.192
H -9.985 3.003 8.640
H -11.715 0.964 8.746
H -11.989 2.350 7.696
*
```

total energy	-155500.811	eV
relative energy (zero: lowest compared OMol25 entry of this formula, charge and spin)	7.0	kcal/mol
F_max	4.17	eV Å⁻¹